A 2-piece molecular cluster, C21H41Cl4NO3S2 overall in a non-equilibrium geometry. Source: OMol25; level of theory: wB97M-V/def2-TZVPD.

XYZ file:
```
72
Properties=species:S:1:pos:R:3
C 3.8378 -2.9317 0.1950
C 2.3529 -2.5889 0.3037
C 1.9799 -1.2199 -0.2907
C 2.4634 -0.1290 0.6598
C 2.3249 1.3614 0.1628
C 1.8114 1.4930 -1.2513
C 1.9172 2.9273 -1.8457
C 2.3268 2.8653 -3.3051
S 0.9101 2.0832 -4.1865
O 1.5751 2.0491 1.1717
C 0.2243 2.3703 0.9320
C -0.7845 1.2150 0.9457
C -0.8410 0.5804 2.3506
S -2.1887 -0.6064 2.6090
C -1.8082 -2.1109 1.6583
C -2.1365 -2.0294 0.1633
N -2.0611 1.9010 0.6983
O -2.9024 1.1318 -0.1400
C -4.1774 1.7556 -0.0933
C -5.0450 1.3618 -1.2722
O -6.0034 0.3731 -0.9131
C -5.6249 -0.9583 -1.2178
C -6.8912 -1.7504 -1.6003
C 3.7419 1.9898 0.2607
Cl 3.9034 3.3301 1.3616
C 4.8285 1.6664 -0.4017
C 6.1421 2.3656 -0.2089
Cl 4.8531 0.3530 -1.5378
H 4.1431 -3.5618 1.0252
H 4.4988 -2.0704 0.2064
H 4.0712 -3.5002 -0.6994
H 2.0369 -2.6721 1.3401
H 1.8049 -3.3503 -0.2496
H 0.8983 -1.2307 -0.3867
H 2.4477 -1.1820 -1.2652
H 3.5101 -0.3305 0.8432
H 1.9737 -0.2416 1.6176
H 0.7793 1.1908 -1.3698
H 2.3353 0.8506 -1.9393
H 0.9151 3.3508 -1.8286
H 2.5402 3.5901 -1.2528
H 2.4779 3.8379 -3.7521
H 3.1798 2.2173 -3.4496
H 1.2520 2.1579 -5.4835
H -0.0821 2.9866 1.7765
H 0.0563 3.0072 0.0708
H -0.5941 0.4594 0.1961
H -1.0074 1.3762 3.0697
H 0.0859 0.0804 2.6202
H -0.7505 -2.3197 1.7728
H -2.4026 -2.9124 2.0693
H -2.4230 -3.0196 -0.1794
H -2.9822 -1.3866 -0.0324
H -1.2951 -1.6610 -0.4108
H -2.5181 2.0578 1.5925
H -3.9771 2.8269 -0.1750
H -4.6703 1.5588 0.8572
H -4.4621 1.0914 -2.1500
H -5.6283 2.2419 -1.5260
H -4.9375 -1.0002 -2.0629
H -5.1602 -1.4452 -0.3607
H -6.6224 -2.4653 -2.3682
H -7.6579 -1.0643 -1.9297
H -7.2671 -2.2324 -0.7034
H 6.4016 2.2806 0.8387
H 5.9684 3.4191 -0.3898
H 6.9102 1.9606 -0.8510
Cl 0.5078 -4.9552 2.2844
C 0.2441 -4.8662 4.0296
Cl 0.5087 -3.2280 4.6301
H -0.7768 -5.1580 4.2468
H 0.9391 -5.5370 4.5206
```

Computed properties:
LUMO level = 0.57 eV
Charge = 0
M = 561.5 g mol⁻¹
Frontier orbital gap = 8.822 eV
Largest force on an atom = 0.0322 hartree/bohr
SMILES = CCCC[C@@](CCCS)(OC[C@@H](CSCC)NOCCOCC)/C(Cl)=C(/C)Cl.ClCCl